Density functional theory data (wB97M-V/def2-TZVPD) for C32H46FGdN8Si as an isolated structure.

The strongest force on any atom comes out at 1.79 eV/Å. As for the charge: +2. The value obtained for the gap between HOMO and LUMO (alpha / beta) is 5.4 / 8.1 eV. The spin multiplicity is 8.

Each line ends with the Mulliken spin population.
Element x y z (Å)
Gd (-6.250, -6.868, 18.236)  7.4792
C (-9.821, -8.949, 20.084)  -0.0002
Si (-9.399, -7.377, 19.153)  -0.0136
C (-8.904, -7.750, 17.353)  0.0108
C (-10.861, -6.240, 19.153)  -0.0028
N (-7.925, -6.580, 19.679)  -0.2225
C (-7.748, -5.859, 20.900)  -0.0218
C (-8.688, -5.806, 21.927)  -0.0068
C (-8.407, -5.020, 23.069)  -0.0012
C (-7.207, -4.318, 23.213)  0.0001
C (-6.256, -4.419, 22.197)  -0.0010
C (-6.569, -5.158, 21.104)  0.0163
F (-5.601, -5.312, 20.055)  0.0025
H (-10.896, -9.135, 19.981)  0.0000
H (-9.598, -8.784, 21.137)  -0.0001
H (-9.282, -9.849, 19.846)  -0.0002
H (-9.765, -8.238, 16.919)  -0.0008
H (-8.111, -8.514, 17.216)  -0.0052
H (-8.686, -6.831, 16.771)  -0.0062
H (-11.700, -6.731, 18.659)  -0.0002
H (-10.680, -5.302, 18.668)  -0.0008
H (-11.182, -6.045, 20.171)  0.0004
H (-9.640, -6.328, 21.843)  0.0014
H (-9.174, -5.016, 23.840)  -0.0003
H (-7.011, -3.691, 24.096)  0.0001
H (-5.342, -3.885, 22.236)  0.0001
C (-4.567, -9.899, 21.804)  0.0000
N (-4.625, -9.672, 20.336)  -0.0039
C (-5.884, -10.093, 19.745)  0.0118
C (-3.789, -8.899, 19.600)  0.0045
N (-4.298, -8.231, 18.558)  -0.0938
C (-3.497, -7.766, 17.521)  -0.0266
C (-2.541, -8.381, 16.455)  0.0015
C (-1.456, -7.409, 15.996)  -0.0024
C (-2.205, -5.413, 15.146)  0.0030
C (-3.657, -4.935, 15.162)  -0.0026
C (-4.314, -5.415, 16.262)  0.0091
N (-5.629, -5.307, 16.690)  -0.1096
C (-6.491, -4.470, 16.062)  -0.0206
N (-6.628, -4.526, 14.752)  -0.0053
C (-6.284, -5.710, 13.943)  -0.0015
C (-7.106, -3.415, 13.943)  0.0005
N (-7.258, -3.626, 16.807)  0.0007
C (-6.799, -3.140, 18.112)  0.0082
C (-8.630, -3.261, 16.474)  0.0011
N (-2.497, -8.824, 20.004)  -0.0036
C (-1.788, -9.973, 20.585)  0.0004
C (-1.745, -7.601, 19.704)  0.0012
H (-5.570, -9.800, 22.194)  -0.0001
H (-3.950, -9.195, 22.325)  0.0002
H (-4.258, -10.920, 22.028)  -0.0001
H (-6.305, -10.960, 20.234)  0.0001
H (-5.714, -10.357, 18.722)  0.0000
H (-6.656, -9.337, 19.773)  -0.0069
H (-2.423, -9.472, 16.427)  -0.0006
H (-0.429, -7.735, 16.267)  -0.0003
H (-1.585, -4.548, 14.927)  -0.0005
H (-4.048, -4.224, 14.451)  0.0006
H (-6.174, -6.617, 14.552)  0.0007
H (-5.362, -5.522, 13.398)  0.0002
H (-7.112, -5.853, 13.225)  0.0000
H (-7.187, -2.544, 14.613)  -0.0002
H (-8.093, -3.655, 13.532)  -0.0001
H (-6.399, -3.171, 13.137)  0.0000
H (-5.710, -3.071, 18.136)  0.0001
H (-7.172, -3.715, 18.958)  0.0003
H (-7.223, -2.115, 18.257)  0.0005
H (-8.993, -3.834, 15.615)  0.0004
H (-8.719, -2.219, 16.227)  0.0000
H (-9.276, -3.419, 17.348)  -0.0006
H (-2.502, -10.774, 20.706)  0.0000
H (-1.390, -9.744, 21.578)  -0.0004
H (-0.987, -10.282, 19.884)  -0.0001
H (-2.383, -6.748, 19.605)  0.0006
H (-1.121, -7.677, 18.830)  -0.0005
H (-1.097, -7.382, 20.571)  -0.0003
N (-3.820, -7.748, 16.094)  0.0002
C (-3.409, -6.455, 16.831)  0.0175
C (-1.974, -6.014, 16.532)  -0.0042
C (-1.430, -6.685, 14.617)  -0.0052
C (0.016, -6.196, 14.541)  0.0018
C (0.667, -5.519, 15.507)  0.0005
C (0.182, -5.064, 16.835)  -0.0017
C (-1.018, -5.284, 17.396)  -0.0010
H (-1.777, -7.119, 13.702)  0.0002
H (0.513, -6.359, 13.608)  0.0000
H (1.684, -5.181, 15.263)  -0.0001
H (0.930, -4.478, 17.325)  -0.0005
H (-1.309, -4.840, 18.316)  0.0001

Density functional theory data (wB97M-V/def2-TZVPD) for a 10-piece molecular cluster, C32H46N6O16S4 overall.

The strongest force on any atom comes out at 5.72 eV/Å. As for the SMILES: O=S1(=O)OCCO1.O=S1(=O)OCCO1.O=S1(=O)OCCO1.O=S1(=O)OCCO1.c1cc[nH]c1.c1cc[nH]c1.c1cc[nH]c1.c1cc[nH]c1.c1cc[nH]c1.c1cc[nH]c1. As for the charge: 0. The value obtained for the gap between HOMO and LUMO is 7.9 eV. The spin multiplicity is 1.

Each line ends with the Mulliken charge.
Element x y z (Å)
O (-2.486, 28.147, -10.193)  -0.5213
S (-2.340, 29.425, -10.915)  1.0867
O (-1.035, 29.707, -11.444)  -0.5060
O (-3.581, 29.521, -12.035)  -0.3613
C (-4.157, 30.829, -12.246)  -0.2215
C (-4.010, 31.350, -10.754)  -0.3455
O (-2.892, 30.738, -10.110)  -0.2831
H (-3.570, 31.444, -12.928)  0.2658
H (-5.138, 30.873, -12.719)  0.3133
H (-4.936, 31.356, -10.179)  0.2977
H (-3.777, 32.412, -10.676)  0.2752
O (-2.409, 33.018, -4.257)  -0.5087
S (-1.025, 32.707, -3.966)  1.0440
O (-0.730, 31.995, -2.668)  -0.5149
O (-0.289, 31.814, -5.155)  -0.2937
C (0.766, 32.594, -5.749)  -0.2936
C (0.379, 34.056, -5.591)  -0.3275
O (-0.031, 33.989, -4.253)  -0.3005
H (1.742, 32.382, -5.312)  0.2906
H (0.977, 32.410, -6.803)  0.3332
H (-0.514, 34.214, -6.196)  0.2744
H (1.118, 34.848, -5.708)  0.2930
O (-4.662, 17.156, 1.550)  -0.4853
S (-5.508, 17.097, 2.698)  1.0841
O (-5.317, 16.020, 3.669)  -0.5025
O (-5.545, 18.637, 3.414)  -0.3488
C (-6.841, 18.993, 3.905)  -0.2318
C (-7.716, 18.474, 2.760)  -0.2534
O (-7.142, 17.302, 2.243)  -0.3422
H (-7.073, 18.588, 4.890)  0.2645
H (-6.878, 20.083, 3.923)  0.2746
H (-7.822, 19.261, 2.012)  0.2504
H (-8.742, 18.157, 2.947)  0.2903
O (-8.528, 24.638, -2.756)  -0.5174
S (-8.757, 25.904, -3.396)  1.0832
O (-10.019, 26.204, -4.042)  -0.5216
O (-8.300, 27.140, -2.423)  -0.2956
C (-6.968, 27.536, -2.734)  -0.2739
C (-6.806, 27.339, -4.264)  -0.2270
O (-7.526, 26.086, -4.483)  -0.3229
H (-6.804, 28.536, -2.331)  0.2964
H (-6.319, 26.841, -2.203)  0.2797
H (-5.839, 27.072, -4.691)  0.2569
H (-7.234, 28.122, -4.889)  0.2412
C (2.522, 16.397, -11.194)  -0.3241
C (2.053, 15.503, -12.131)  -0.2580
C (0.716, 15.219, -11.771)  -0.4674
N (0.275, 16.156, -10.939)  -0.0013
C (1.406, 16.893, -10.586)  -0.5808
H (3.571, 16.648, -11.155)  0.3683
H (2.580, 15.075, -12.971)  0.3612
H (0.019, 14.602, -12.319)  0.3308
H (-0.688, 16.300, -10.671)  0.2118
H (1.329, 17.666, -9.835)  0.3591
C (6.146, 25.035, -5.936)  -0.1896
C (7.436, 25.109, -5.361)  -0.4095
C (8.114, 26.175, -6.083)  -0.4334
N (7.241, 26.820, -6.872)  0.0131
C (6.085, 26.083, -6.846)  -0.6696
H (5.466, 24.251, -5.638)  0.3789
H (7.797, 24.379, -4.651)  0.3616
H (9.131, 26.537, -6.085)  0.3617
H (7.483, 27.644, -7.404)  0.2125
H (5.249, 26.367, -7.467)  0.3750
C (-5.365, 19.771, -8.061)  -0.3634
C (-5.742, 18.786, -8.927)  -0.3782
C (-5.715, 19.331, -10.229)  -0.4503
N (-5.387, 20.642, -10.067)  -0.0135
C (-5.114, 20.934, -8.765)  -0.4413
H (-5.012, 19.533, -7.069)  0.3466
H (-5.767, 17.744, -8.647)  0.3550
H (-6.066, 19.077, -11.218)  0.3692
H (-5.230, 21.331, -10.789)  0.2059
H (-4.742, 21.875, -8.388)  0.3709
C (-6.812, 27.331, 4.323)  -0.5320
C (-5.482, 27.517, 4.061)  -0.2055
C (-4.754, 26.900, 5.113)  -0.5808
N (-5.648, 26.434, 5.995)  0.0306
C (-6.821, 26.670, 5.504)  -0.3710
H (-7.634, 27.704, 3.730)  0.3739
H (-5.028, 28.015, 3.217)  0.3743
H (-3.677, 26.874, 5.179)  0.3433
H (-5.369, 26.022, 6.874)  0.2012
H (-7.630, 26.432, 6.178)  0.3664
C (-1.032, 23.554, -1.517)  -0.4707
C (-1.327, 22.217, -1.713)  -0.3847
C (-0.921, 21.896, -3.060)  -0.4360
N (-0.509, 23.067, -3.620)  -0.0338
C (-0.464, 24.065, -2.644)  -0.3855
H (-1.342, 24.208, -0.715)  0.3622
H (-1.754, 21.492, -1.035)  0.3950
H (-1.078, 21.007, -3.654)  0.3601
H (-0.050, 23.111, -4.518)  0.2166
H (-0.157, 25.060, -2.931)  0.3776
C (5.550, 32.134, -0.908)  -0.2918
C (4.661, 31.786, 0.021)  -0.4023
C (4.204, 30.501, -0.456)  -0.4033
N (4.875, 30.111, -1.577)  -0.0101
C (5.734, 31.147, -1.828)  -0.5412
H (5.928, 33.145, -0.949)  0.3415
H (4.133, 32.352, 0.774)  0.3642
H (3.345, 29.943, -0.113)  0.3770
H (4.901, 29.301, -2.180)  0.2124
H (6.345, 31.140, -2.718)  0.3563